Record 1
{"formula": "C20H54As3F21N6O12", "method": "ωB97M-V with the def2-TZVPD basis set", "elements": ["C", "C", "C", "O", "C", "N", "H", "H", "H", "H", "H", "H", "H", "H", "H", "H", "H", "H", "C", "C", "C", "O", "C", "N", "H", "H", "H", "H", "H", "H", "H", "H", "H", "H", "H", "H", "C", "C", "C", "O", "C", "N", "H", "H", "H", "H", "H", "H", "H", "H", "H", "H", "H", "H", "C", "C", "C", "O", "C", "N", "H", "H", "H", "H", "H", "H", "H", "H", "H", "H", "H", "H", "N", "O", "O", "O", "N", "O", "O", "O", "As", "F", "F", "F", "F", "F", "F", "As", "F", "F", "F", "F", "F", "F", "As", "F", "F", "F", "F", "F", "F", "C", "O", "O", "C", "F", "F", "F", "C", "C", "H", "H", "H", "H", "H", "H"], "coordinates": [[0.48, -1.01, 0.20], [0.55, 0.43, -0.29], [0.30, 1.43, 0.84], [0.12, 2.72, 0.21], [0.15, 3.75, 1.24], [1.90, 0.79, -0.90], [2.00, 0.38, -1.81], [1.86, 1.78, -1.09], [2.71, 0.54, -0.36], [1.06, -1.10, 1.12], [0.88, -1.74, -0.50], [-0.54, -1.31, 0.48], [-0.12, 0.68, -1.12], [1.15, 1.32, 1.51], [-0.54, 1.15, 1.48], [0.06, 4.79, 0.93], [1.16, 3.89, 1.63], [-0.56, 3.58, 2.05], [-4.54, 2.88, 1.08], [-4.79, 2.50, -0.47], [-3.56, 1.94, -1.23], [-3.88, 1.57, -2.55], [-2.93, 0.73, -3.13], [-5.97, 1.45, -0.49], [-5.65, 0.54, -0.77], [-6.55, 1.46, 0.34], [-6.57, 1.59, -1.30], [-3.75, 3.62, 1.20], [-4.04, 2.09, 1.64], [-5.47, 3.10, 1.61], [-5.09, 3.38, -1.05], [-3.32, 1.04, -0.66], [-2.63, 2.50, -1.12], [-3.29, 0.31, -4.07], [-2.54, -0.12, -2.58], [-2.04, 1.26, -3.48], [1.64, 0.99, 5.07], [1.59, -0.45, 5.57], [0.18, -1.09, 5.41], [-0.24, -1.15, 4.00], [-1.51, -1.88, 3.80], [2.50, -1.38, 4.75], [3.47, -1.17, 4.92], [2.40, -2.36, 4.98], [2.23, -1.29, 3.78], [2.66, 1.33, 4.92], [1.09, 1.57, 5.82], [1.16, 1.27, 4.14], [2.08, -0.46, 6.54], [-0.57, -0.47, 5.91], [0.02, -2.06, 5.86], [-1.88, -1.48, 2.86], [-2.29, -1.60, 4.52], [-1.52, -2.96, 3.70], [2.93, -2.98, -2.42], [4.20, -3.77, -2.48], [4.34, -4.61, -3.76], [5.63, -5.18, -3.86], [6.10, -5.67, -5.09], [5.37, -2.79, -2.47], [5.54, -2.46, -1.53], [6.25, -3.14, -2.81], [5.15, -2.01, -3.06], [2.93, -2.26, -1.60], [2.12, -3.68, -2.23], [2.84, -2.55, -3.42], [4.37, -4.41, -1.62], [4.23, -4.00, -4.65], [3.77, -5.54, -3.68], [5.33, -5.99, -5.79], [6.85, -6.46, -5.01], [6.63, -4.90, -5.65], [0.60, 7.42, 3.17], [-0.43, 7.92, 3.48], [1.29, 6.85, 4.03], [0.91, 7.35, 2.04], [0.63, 0.09, -4.33], [-0.07, -0.22, -5.31], [0.99, 1.24, -4.13], [0.83, -0.74, -3.42], [-3.75, 6.91, -0.78], [-3.83, 8.42, 0.32], [-2.78, 7.89, -1.91], [-3.78, 5.43, -1.91], [-4.73, 5.98, 0.42], [-5.21, 7.40, -1.63], [-2.23, 6.39, 0.04], [4.82, -1.58, 1.42], [3.62, -0.45, 2.16], [5.26, -2.19, 3.05], [6.03, -2.67, 0.59], [4.24, -0.92, -0.17], [6.08, -0.31, 1.57], [3.61, -2.89, 1.13], [4.11, 4.05, -0.26], [4.61, 5.54, -1.24], [5.20, 3.05, -1.31], [3.54, 2.54, 0.48], [3.18, 5.18, 0.78], [2.72, 3.77, -1.33], [5.45, 4.38, 0.86], [-4.85, -2.72, -1.21], [-5.69, -3.78, -0.68], [-5.68, -1.52, -1.34], [-3.44, -2.53, -0.43], [-3.34, -3.43, 0.58], [-2.40, -2.69, -1.22], [-3.20, -1.39, 0.22], [-5.45, -5.12, -1.11], [-6.31, -6.21, -0.51], [-5.84, -7.17, -0.29], [-6.72, -5.90, 0.45], [-7.23, -6.39, -1.08], [-4.43, -5.37, -0.80], [-5.36, -5.36, -2.17], [-4.59, -3.11, -2.19]], "mulliken_charge": [-0.122, 0.344, -0.474, -0.282, -0.918, 0.531, 0.191, 0.337, -0.040, -0.216, 0.038, -0.231, 0.177, 0.044, 0.728, 0.329, 0.268, 0.282, -1.527, 0.316, -0.344, -0.431, -0.696, -0.006, 0.040, 0.352, 0.414, 0.339, 0.383, 0.460, 0.275, -0.190, 0.804, 0.373, 0.071, 0.406, -1.271, 0.296, -0.963, -0.129, -0.654, -0.015, 0.414, 0.368, -0.142, 0.455, 0.410, 0.200, 0.306, 0.473, 0.523, 0.004, 0.380, 0.345, -0.850, 0.315, -0.823, -0.381, -0.815, -0.069, -0.028, 0.404, 0.415, -0.105, 0.419, 0.362, 0.375, 0.471, 0.379, 0.346, 0.267, 0.315, 1.076, -0.683, -0.757, -0.618, 0.944, -0.693, -0.613, -0.573, 2.049, -0.543, -0.484, -0.540, -0.508, -0.508, -0.446, 2.019, -0.464, -0.510, -0.536, -0.559, -0.463, -0.493, 1.990, -0.525, -0.533, -0.536, -0.458, -0.491, -0.506, -0.316, -0.312, -0.935, 1.003, -0.361, -0.258, -0.252, -0.150, -1.271, 0.346, 0.338, 0.298, 0.230, 0.363, 0.211], "charge": -2, "orbital_gap_ev": 2.989}

Record 2
{"formula": "C20H21N3O4S", "method": "ωB97M-V with the def2-TZVPD basis set", "elements": ["C", "O", "C", "C", "C", "C", "C", "C", "C", "C", "C", "N", "N", "C", "N", "C", "O", "C", "C", "C", "S", "C", "C", "O", "C", "C", "O", "C", "H", "H", "H", "H", "H", "H", "H", "H", "H", "H", "H", "H", "H", "H", "H", "H", "H", "H", "H", "H", "H"], "coordinates": [[6.29, 1.43, 0.61], [5.46, 0.40, 1.21], [4.08, 0.60, 1.36], [3.43, 0.94, 0.11], [2.00, 1.10, 0.33], [1.30, 0.68, 1.45], [-0.17, 0.82, 1.37], [-0.95, 1.16, 2.51], [-2.35, 1.30, 2.47], [-2.94, 1.14, 1.28], [-2.06, 0.72, 0.16], [-0.72, 0.69, 0.14], [-2.69, 0.62, -1.12], [-2.64, -0.47, -1.84], [-3.50, -0.59, -2.80], [-3.01, -1.54, -3.71], [-3.60, -1.71, -4.77], [-2.01, -2.46, -3.21], [-0.76, -2.59, -4.13], [-2.70, -3.82, -2.99], [-1.45, -1.70, -1.59], [-3.88, 1.49, -1.38], [-4.12, 2.49, -0.28], [-4.18, 1.74, 1.00], [2.01, 0.27, 2.56], [3.41, 0.20, 2.58], [4.27, -0.37, 3.60], [3.85, -0.52, 5.05], [6.17, 2.34, 1.22], [7.33, 1.14, 0.63], [6.03, 1.82, -0.39], [3.95, 1.08, -0.81], [1.45, 1.46, -0.57], [-0.39, 1.28, 3.44], [-2.98, 1.76, 3.34], [-1.08, -2.82, -5.17], [-0.10, -3.44, -3.78], [-0.30, -1.66, -4.13], [-1.96, -4.53, -2.52], [-3.48, -3.82, -2.33], [-2.94, -4.17, -4.01], [-3.75, 2.12, -2.23], [-4.83, 0.94, -1.61], [-5.00, 3.12, -0.59], [-3.39, 3.20, -0.24], [1.58, 0.01, 3.51], [4.04, 0.41, 5.55], [4.42, -1.31, 5.58], [2.85, -0.94, 5.14]], "mulliken_charge": [-0.783, -0.412, 0.776, -0.566, -0.592, 0.448, 0.141, -0.725, -0.712, 0.489, 0.075, -0.245, 0.319, 0.544, -0.448, -0.257, -0.644, 1.571, -1.530, -1.552, -0.205, -0.519, -0.733, -0.467, -0.423, 0.313, -0.411, -0.707, 0.339, 0.256, 0.285, 0.418, 0.282, 0.343, 0.334, 0.346, 0.326, 0.489, 0.368, 0.460, 0.362, 0.317, 0.404, 0.379, 0.430, 0.271, 0.304, 0.247, 0.295], "orbital_gap_ev": 8.394, "relative_energy_ev": 6.332, "smiles": "COc1ccc(-c2ccc3c(n2)N(C2=NC(=O)C(C)(C)S2)CCO3)cc1OC"}